A cluster of 2 separate species, C3H10N3O2 in total. Source: the OMol25 dataset; level of theory: ωB97M-V/def2-TZVPD.

The geometry in XYZ format:
```
18
Properties=species:S:1:pos:R:3:forces:R:3
O 0.8511 -1.4984 1.2836 0.8 -3.4 2.6
O -2.0049 -1.0248 -0.6546 0.6 -1.6 -0.8
N 1.6061 0.9849 0.6203 -2.0 -1.4 0.0
N -2.9526 0.7065 0.3510 1.3 0.0 0.2
N -0.6529 0.5887 0.3615 1.3 -1.2 0.0
C -1.9052 -0.0100 -0.0540 0.2 0.5 0.6
C 0.7745 -0.5409 -1.1658 5.2 1.4 -0.7
C 0.6381 0.1937 0.1154 -2.5 1.3 -1.8
H 0.2630 -2.3375 1.3147 1.3 2.0 -0.1
H 1.2855 1.4685 1.4713 1.4 0.2 -0.8
H 2.4533 1.0528 0.0712 0.2 0.3 0.8
H -3.8563 0.4066 0.1575 -1.5 -0.6 -0.5
H 1.8107 -1.0941 -1.0563 -2.0 0.9 -0.6
H -2.8101 1.5806 0.7409 -0.1 1.8 0.8
H 1.0227 0.4268 -1.8505 -0.9 -2.6 0.8
H 1.6384 -1.7182 1.9237 -2.2 0.6 -1.8
H 0.0266 -1.2334 -1.5195 -0.3 0.4 0.2
H -0.6818 1.3299 0.9985 -0.7 1.2 1.1
```
Forces are in eV/Å.

Output
Net charge: +1
Energy above the lowest of the compared OMol25 structures with the same formula, charge and spin in kcal per mole: 54.8
Kohn-Sham gap in eV: 11.01
2S+1: 1

Here are the natural (NBO) charges for atoms 1 to 2, given in e:
1 O -0.945
2 O -0.578


The ion C3H10N3O3 with charge +1. Source: the OMol25 dataset; level of theory: ωB97M-V/def2-TZVPD.

The geometry in XYZ format:
```
19
Properties=species:S:1:pos:R:3:forces:R:3
O -0.2342 -1.1304 -1.1663 -0.6 -0.6 1.4
O 0.8853 -1.2616 0.7591 -2.6 -0.4 0.0
O -0.8144 1.3329 -1.8982 0.4 -1.6 -2.0
N -0.1346 0.7754 0.2189 0.6 -1.8 0.8
N -0.8025 2.8870 -0.3438 -1.0 1.0 -0.5
N 0.5754 -0.4489 -0.3380 3.3 1.2 0.9
C 2.1697 -1.1264 1.3408 0.0 1.8 -2.6
C -0.5667 1.6296 -0.7075 0.0 2.4 3.3
C -1.2960 -1.7506 -0.3755 -1.6 -0.8 -0.9
H -0.5090 3.1545 0.5889 -0.4 0.3 -0.4
H 0.0896 0.9429 1.2498 -0.6 0.0 -2.2
H -0.4899 0.4029 -2.0205 -0.6 0.0 -0.6
H -1.7408 -0.9068 0.2477 0.6 -1.8 -0.2
H 2.1556 -1.1335 2.3611 -1.0 0.2 2.9
H 2.4520 -0.1252 1.0113 1.3 -0.4 0.0
H -1.9985 -1.9789 -1.1790 -0.3 0.0 0.2
H 2.7451 -1.9833 1.1166 1.1 -0.5 -1.1
H -1.4449 3.5119 -0.9191 1.4 -1.2 1.1
H -1.0413 -2.7918 0.0534 0.0 2.3 -0.1
```
Forces are in eV/Å.

Output
Net charge: +1
Energy above the lowest of the compared OMol25 structures with the same formula, charge and spin in kcal per mole: 101.7
Kohn-Sham gap in eV: 10.79
SMILES: CON(/[NH+]=C(/N)O)OC
2S+1: 1

Here are the natural (NBO) charges for atoms 1 to 2, given in e:
1 O -0.358
2 O -0.397


A cluster of 2 separate species, C3H10N3S in total. Source: the OMol25 dataset; level of theory: ωB97M-V/def2-TZVPD.

The geometry in XYZ format:
```
17
Properties=species:S:1:pos:R:3:forces:R:3
S -2.9358 0.1656 0.3549 -0.1 0.1 -0.3
N -4.1946 0.3072 -0.6727 3.7 -3.9 -2.7
N 1.2530 1.1009 0.5087 -2.7 0.0 0.2
N -0.0105 2.6564 -0.7817 -1.5 -0.3 0.4
C 1.0998 -0.2758 1.1519 -0.3 0.6 -0.2
C 0.1807 1.6349 -0.0075 1.4 -1.6 0.3
C 1.3348 -1.3571 0.0694 0.0 -0.3 2.5
H 2.1007 1.6230 0.4220 1.0 -0.1 0.1
H 0.6519 -2.1010 0.4276 -0.7 -0.8 -0.5
H 1.0046 -0.9374 -0.8438 0.0 -0.2 -1.2
H 0.5990 3.4526 -0.6956 0.0 0.6 -0.4
H 2.2824 -1.9125 0.1001 0.1 1.0 -0.4
H -4.8841 0.9205 -0.5097 -3.1 2.6 0.7
H -1.0109 2.7256 -1.0124 0.8 0.8 -0.2
H -4.2042 -0.2313 -1.6117 -0.1 1.3 2.3
H 1.8230 -0.2867 1.9916 -0.8 -0.2 -0.3
H -0.0237 -0.3475 1.4645 2.3 0.4 -0.2
```
Forces are in eV/Å.

Output
Net charge: +1
Energy above the lowest of the compared OMol25 structures with the same formula, charge and spin in kcal per mole: 99.7
Kohn-Sham gap (alpha / beta) in eV: 5.91 / 8.15
2S+1: 1

Here are the natural (NBO) charges for atoms 1 to 2, given in e:
1 S 0.178
2 N -0.860


A cluster of 2 separate species, C3H10N3S in total. Source: the OMol25 dataset; level of theory: ωB97M-V/def2-TZVPD.

The geometry in XYZ format:
```
17
Properties=species:S:1:pos:R:3:forces:R:3
S -2.7541 -0.2824 0.6497 0.9 -1.2 1.5
N 1.9619 -1.6682 0.4225 2.2 -1.8 -0.8
N 2.1910 0.8976 -0.1707 2.4 0.2 -1.4
N -0.0471 1.3442 0.2871 0.5 0.4 0.2
C -3.8517 0.3014 -0.3552 -3.5 -0.1 -2.7
C 0.9695 0.5858 0.1336 2.1 -3.5 0.1
C 0.8271 -0.9229 0.1852 -2.3 1.1 2.3
H 0.0535 2.2657 0.0386 0.0 2.7 -0.5
H 2.1238 -2.1152 1.3209 -0.3 0.4 -0.3
H -4.7685 -0.2190 -0.8806 2.1 0.7 1.3
H 2.1964 -2.3134 -0.3602 -0.3 0.7 1.2
H 2.4661 1.8327 -0.3798 0.0 0.7 0.0
H -0.1171 -1.1445 0.7104 0.6 -0.2 0.5
H 2.9299 0.1779 -0.5227 -2.2 1.2 1.5
H -0.9655 1.0092 0.3724 -1.2 -0.9 0.4
H 0.5099 -1.0663 -0.7643 -1.0 -0.8 -3.4
H -3.7249 1.3175 -0.6868 0.0 0.5 0.0
```
Forces are in eV/Å.

Output
Expectation value of S²: 2.01
Net charge: +1
Energy above the lowest of the compared OMol25 structures with the same formula, charge and spin in kcal per mole: 0.0
Kohn-Sham gap (alpha / beta) in eV: 7.50 / 7.88
2S+1: 3

Here are the natural (NBO) charges for atoms 1 to 2, given in e:
1 S 0.316
2 N -0.851


A structure of composition C3H10N4. Source: the OMol25 dataset; level of theory: ωB97M-V/def2-TZVPD.

The geometry in XYZ format:
```
17
Properties=species:S:1:pos:R:3:forces:R:3
N 1.2549 0.0785 -0.0292 1.2 -0.7 1.2
N 0.7824 -0.2008 2.2871 -0.4 -0.3 -0.3
N -0.9526 -1.8357 0.2950 -1.0 1.6 -0.9
N 0.3151 0.1492 1.0184 -0.4 1.0 -1.6
C -0.9493 -0.5983 0.6477 2.0 -2.8 3.0
C -1.1363 0.6104 -1.2848 1.9 1.8 -2.1
C 0.8422 0.8451 -1.0854 -3.5 -0.9 0.0
H -0.9959 0.9229 -2.3221 -0.2 0.7 -0.2
H 1.5195 -0.8793 -0.2724 -0.2 0.2 0.0
H -1.7325 -0.2634 1.3195 -0.3 0.2 -0.3
H -1.5242 1.4782 -0.7494 -0.1 -0.2 0.0
H -1.8912 -0.1504 -1.4834 0.5 -0.5 0.8
H -0.2298 -2.0585 -0.3914 0.5 -0.1 0.6
H 1.3195 0.6006 -2.0285 -0.1 0.1 0.0
H 1.4092 0.5248 2.6190 -0.1 -0.2 -0.1
H 1.2335 -1.1156 2.2925 0.0 0.1 0.0
H 0.7354 1.8923 -0.8325 0.2 0.1 -0.2
```
Forces are in eV/Å.

Output
Energy above the lowest of the compared OMol25 structures with the same formula, charge and spin in kcal per mole: 129.9
Kohn-Sham gap in eV: 9.36
2S+1: 1

Here are the natural (NBO) charges for atoms 1 to 2, given in e:
1 N -0.477
2 N -0.636


A cluster of 3 separate species, C3H10N4 in total. Source: the OMol25 dataset; level of theory: ωB97M-V/def2-TZVPD.

The geometry in XYZ format:
```
17
Properties=species:S:1:pos:R:3:forces:R:3
N -1.9832 0.5835 -0.4255 0.1 0.0 0.2
N 0.0735 1.3452 0.3724 -1.4 0.0 -2.8
N -0.9975 -1.9165 -0.7756 0.0 0.0 -0.3
N 1.0509 -1.1998 0.2150 -0.7 -0.2 -1.9
C -0.1060 -0.9571 -0.3332 1.5 -1.5 0.7
C -0.5914 0.4154 -0.2471 0.2 1.9 1.7
C 1.4524 1.6423 0.0291 0.6 -0.6 1.0
H 1.3210 -2.1792 0.1491 -0.3 -0.1 0.2
H 1.4899 2.5393 -0.5970 -0.3 0.0 0.2
H -2.2221 1.5583 -0.2981 0.0 0.0 0.0
H 0.9791 -0.4370 1.7647 -1.2 2.3 1.7
H 1.9638 1.8609 0.9682 0.2 0.1 -0.2
H 0.5980 0.2507 2.1662 1.2 -2.0 -0.6
H -0.7289 -2.8765 -0.6145 0.0 0.1 0.0
H -1.9727 -1.7285 -0.5843 0.1 0.0 0.0
H 2.0037 0.8429 -0.4711 -0.2 0.0 0.0
H -2.3304 0.2559 -1.3183 0.1 -0.1 0.1
```
Forces are in eV/Å.

Output
Energy above the lowest of the compared OMol25 structures with the same formula, charge and spin in kcal per mole: 59.4
Kohn-Sham gap (alpha / beta) in eV: 8.97 / 8.97
2S+1: 1

Here are the natural (NBO) charges for atoms 1 to 2, given in e:
1 N -0.836
2 N -0.433


A structure of composition C3H10N4. Source: the OMol25 dataset; level of theory: ωB97M-V/def2-TZVPD.

The geometry in XYZ format:
```
17
Properties=species:S:1:pos:R:3:forces:R:3
N 0.6237 1.5466 1.6543 -0.1 -0.3 0.0
N -2.0080 0.7956 -1.2322 0.3 -0.2 -0.4
N 0.7088 1.2541 -0.7404 -0.1 -0.3 -0.2
N -2.0309 0.4588 -0.0748 0.2 -0.6 0.3
C 0.5310 -1.0299 0.9008 0.1 0.7 -0.1
C 0.4288 -1.9101 -0.3109 -0.1 0.1 -0.1
C 0.3584 0.9735 0.5543 0.4 -1.2 0.4
H 1.2524 2.0974 -0.8543 -0.1 0.0 0.1
H -0.5419 0.0479 0.5592 -0.3 1.2 -0.5
H -0.1304 -1.2645 1.7319 0.0 0.0 0.0
H 1.5414 -0.8694 1.2575 0.0 0.1 0.0
H -2.9376 0.6933 -1.7179 0.1 0.3 0.4
H 1.0386 2.4675 1.5350 -0.2 0.0 -0.1
H -0.6006 -2.0260 -0.6500 0.0 0.0 0.0
H 0.8074 -2.9114 -0.0801 0.0 0.1 0.1
H -0.0714 1.1905 -1.4021 0.0 0.0 0.0
H 1.0304 -1.5137 -1.1303 -0.1 0.0 0.0
```
Forces are in eV/Å.

Output
Energy above the lowest of the compared OMol25 structures with the same formula, charge and spin in kcal per mole: 132.2
Kohn-Sham gap (alpha / beta) in eV: 6.58 / 7.41
2S+1: 1

Here are the natural (NBO) charges for atoms 1 to 2, given in e:
1 N -0.740
2 N -0.418


A cluster of 2 separate species, C3H10N4 in total. Source: the OMol25 dataset; level of theory: ωB97M-V/def2-TZVPD.

The geometry in XYZ format:
```
17
Properties=species:S:1:pos:R:3:forces:R:3
N 3.8165 0.4842 0.0898 0.5 -0.1 1.6
N 0.3250 0.6032 0.2508 2.2 2.6 0.1
N 0.0385 -1.6573 -0.0619 2.6 -3.4 -0.8
N -2.4026 1.2132 -0.1525 -1.7 0.2 -3.2
C -0.3558 -0.3943 0.1161 -3.8 -1.8 -0.3
C -1.9792 -0.2163 -0.0306 2.8 -0.5 0.6
C 2.8825 -0.3111 -0.1556 -0.7 -0.9 -0.6
H 2.8080 -1.2406 -0.8140 0.5 1.6 0.6
H -2.4288 -0.7378 0.7836 -0.4 0.5 1.3
H -0.3620 -2.5561 0.2366 -0.8 1.2 0.0
H -2.0321 1.8319 0.5431 0.9 0.3 0.7
H 4.7634 0.3337 -0.2830 -0.1 0.2 -0.2
H 1.0367 -1.9090 -0.3079 -1.9 1.1 0.6
H -2.1881 1.6889 -1.1688 -0.6 -1.6 3.0
H -3.4466 1.2607 0.0229 1.1 0.0 -0.6
H -2.2312 -0.9198 -0.7964 -0.4 0.7 -1.5
H 3.7893 1.0965 0.9527 -0.3 -0.3 -1.3
```
Forces are in eV/Å.

Output
Net charge: +2
Energy above the lowest of the compared OMol25 structures with the same formula, charge and spin in kcal per mole: 130.2
Kohn-Sham gap (alpha / beta) in eV: 8.03 / 8.59
2S+1: 1

Here are the natural (NBO) charges for atoms 1 to 2, given in e:
1 N -0.681
2 N -0.272


A cluster of 2 separate species, C3H10N4O in total. Source: the OMol25 dataset; level of theory: ωB97M-V/def2-TZVPD.

The geometry in XYZ format:
```
18
Properties=species:S:1:pos:R:3:forces:R:3
O -2.7585 -1.9506 -1.6691 0.3 1.2 0.6
N -1.7241 -1.7689 0.3438 0.1 0.4 0.5
N 1.8819 2.3383 1.2755 -0.1 0.6 -0.3
N 1.0103 -0.6888 -0.7000 0.4 -2.2 1.0
N -1.8229 0.0920 -1.0566 -0.7 -0.2 -0.1
C 1.6795 0.3970 -0.0844 -0.4 1.6 0.5
C -2.1622 -1.2520 -0.8486 -0.1 -1.1 -0.4
C 1.5288 0.9710 1.1604 -0.1 -1.2 -2.3
H 2.5848 2.4473 1.9608 0.9 0.4 0.9
H -1.9251 -2.7380 0.5197 0.0 0.0 -0.3
H -2.4268 0.4981 -1.7623 0.2 0.0 0.1
H -0.8468 -1.4338 0.7235 -0.1 0.1 -0.3
H 1.6835 -1.4395 -0.9296 -0.7 0.6 0.0
H 1.1946 0.5054 2.0909 -0.5 -0.5 -0.6
H 1.0888 2.9132 1.5788 0.3 -0.4 -0.3
H 0.4729 -0.4398 -1.5365 0.5 0.2 0.6
H -1.7624 0.6717 -0.2227 0.1 -0.3 -0.3
H 2.3037 0.8774 -0.8438 -0.1 1.0 0.7
```
Forces are in eV/Å.

Output
Energy above the lowest of the compared OMol25 structures with the same formula, charge and spin in kcal per mole: 38.5
Kohn-Sham gap in eV: 10.20
SMILES: N/C=C/N.NC(N)=O
2S+1: 1

Here are the natural (NBO) charges for atoms 1 to 2, given in e:
1 O -0.650
2 N -0.859


The molecule C3H10N4O. Source: the OMol25 dataset; level of theory: ωB97M-V/def2-TZVPD.

The geometry in XYZ format:
```
18
Properties=species:S:1:pos:R:3:forces:R:3
O -0.4264 -0.2422 2.5256 0.4 -0.1 -1.3
N 0.3326 1.4054 -0.6472 0.3 -0.5 0.3
N -0.0687 1.9131 1.9610 0.1 0.3 -0.5
N -1.4066 -0.8923 -0.9186 -1.2 -0.2 0.1
N 0.2023 0.3025 0.2670 0.2 0.0 3.3
C -0.1428 0.5847 1.6706 0.0 0.0 -1.1
C 0.9929 -1.5195 -1.2514 -0.7 0.1 0.6
C -0.1316 -1.0063 -0.2367 1.4 -0.1 -1.5
H -2.1105 -1.3521 -0.3424 0.0 0.1 -0.3
H -0.1957 -1.7312 0.5795 0.1 0.5 0.1
H 1.2494 -2.5525 -0.9969 0.0 0.2 -0.1
H 1.9039 -0.9162 -1.2114 -0.1 -0.1 0.2
H 0.6258 -1.5173 -2.2833 -0.1 0.1 0.3
H -1.6595 0.0957 -0.8748 -0.2 -0.4 -0.2
H -0.1619 2.5147 1.1531 0.0 0.2 0.3
H -0.4518 2.2005 2.8503 0.0 -0.1 -0.3
H 1.3271 1.6462 -0.6536 -0.3 -0.1 -0.2
H 0.1214 1.0668 -1.5907 -0.1 0.1 0.4
```
Forces are in eV/Å.

Output
Energy above the lowest of the compared OMol25 structures with the same formula, charge and spin in kcal per mole: 35.9
Kohn-Sham gap in eV: 9.66
SMILES: C[C@H](N)N(N)C(N)=O
2S+1: 1

Here are the natural (NBO) charges for atoms 1 to 2, given in e:
1 O -0.649
2 N -0.678